# 1
The following is a DFT calculation (wB97M-V/def2-TZVPD) of a molecular structure, C18H17BrIrNO7.

* spin multiplicity: 2
* HOMO level (alpha / beta): -11.83 / -11.83 eV
* total charge: +1
* <S²>: 0.756
* largest force on an atom: 0.002 Eh/bohr
* lowest unoccupied orbital energy (alpha / beta): -4.1243 / -5.1921 eV
* orbital gap (alpha / beta): 7.7 / 6.6 eV

```
45
Properties=species:S:1:pos:R:3:forces:R:3
Ir -0.4033 0.0792 0.2677 -0.04 0.00 -0.05
N -3.1416 1.3651 -1.8781 0.02 -0.04 -0.01
C -3.3625 0.1158 -1.3990 0.02 0.06 0.00
C -3.4557 0.2426 0.4258 0.00 -0.07 -0.04
O -4.5781 0.4379 0.7494 -0.02 -0.03 0.02
O -2.3443 0.1173 0.9669 0.05 0.10 0.03
H -3.9202 1.9849 -2.0388 0.00 0.01 0.01
H -2.2256 1.7848 -1.7819 -0.01 0.01 -0.01
H -2.5219 -0.5663 -1.4954 0.00 -0.01 0.00
H -4.3336 -0.3000 -1.6354 -0.01 0.01 0.01
C -0.4355 -6.7238 0.4709 0.00 0.00 0.00
O 0.8812 -6.2935 0.1222 0.00 0.00 0.00
C 1.1146 -4.9927 -0.0180 -0.01 0.02 0.00
C 2.4365 -4.6403 -0.3515 0.00 0.00 0.00
C 2.7576 -3.3280 -0.5179 0.02 -0.02 0.00
C 1.8101 -2.2848 -0.3598 0.02 -0.01 0.02
C 2.2261 -0.9268 -0.5467 -0.01 0.01 0.00
C 3.6140 -0.5711 -0.9823 0.01 0.06 0.03
O 1.4905 0.0777 -0.3497 -0.03 -0.03 -0.01
C 0.4929 -2.6664 -0.0082 -0.04 0.02 0.02
O -0.5237 -1.8036 0.2043 0.04 -0.07 -0.02
C 0.1534 -4.0024 0.1485 0.00 -0.02 0.00
H -0.3841 -7.8053 0.5301 0.00 0.00 0.00
H -1.1522 -6.4311 -0.2974 0.00 0.00 0.00
H -0.7301 -6.3158 1.4384 0.00 0.00 0.00
H 3.1709 -5.4243 -0.4671 0.00 0.00 0.00
H 3.7792 -3.0806 -0.7650 -0.01 0.00 0.00
H 4.0484 -1.2863 -1.6730 -0.03 0.00 -0.01
H 4.2505 -0.5102 -0.0959 0.01 -0.04 -0.02
H 3.5870 0.4133 -1.4419 0.01 0.01 0.01
H -0.8672 -4.2272 0.4174 0.00 0.00 0.00
Br -0.4089 7.3661 -1.5146 0.00 0.00 0.00
C -0.2083 6.1803 -0.0626 0.00 0.00 0.00
C 0.0343 6.6818 1.2096 0.00 0.00 0.00
C 0.1855 5.8118 2.2808 0.00 0.00 0.00
C 0.0951 4.4444 2.0875 0.01 0.00 0.00
C -0.1515 3.9586 0.8064 0.00 0.00 0.01
C -0.3040 4.8193 -0.2780 0.00 0.00 0.00
C -0.2571 2.5216 0.5912 -0.02 -0.01 0.03
O -0.5880 1.9829 -0.5228 0.00 0.00 -0.02
O -0.0352 1.6520 1.4935 0.03 0.04 0.01
H 0.1050 7.7504 1.3591 0.00 0.00 0.00
H 0.3738 6.2090 3.2685 0.00 0.00 0.00
H 0.2086 3.7550 2.9126 0.00 0.00 0.00
H -0.4828 4.4286 -1.2698 0.00 0.00 0.00
```
Positions in Å, forces in eV/Å.

***

# 2
The following is a DFT calculation (wB97M-V/def2-TZVPD) of 2 unconnected molecules or ions with the total composition C4H13NO in a non-equilibrium geometry.

* spin multiplicity: 2
* HOMO level (alpha / beta): -15.47 / -15.44 eV
* total charge: +1
* <S²>: 0.754
* largest force on an atom: 0.051 Eh/bohr
* lowest unoccupied orbital energy (alpha / beta): -2.9952 / -7.7607 eV
* orbital gap (alpha / beta): 12.5 / 7.7 eV

```
19
Properties=species:S:1:pos:R:3:forces:R:3
C 2.1419 -0.2241 -0.5518 0.33 0.66 1.06
C 0.6783 0.0696 -0.8847 -0.66 0.80 0.32
N -0.1028 0.3055 0.3758 2.53 -0.68 0.04
C -0.1027 -0.8000 1.3002 -0.95 -0.75 0.64
C -0.0015 1.6105 0.9504 -0.75 1.14 0.26
H 2.8367 0.2902 -1.2129 -0.25 -0.65 -0.77
H 2.4459 0.2872 0.3665 -0.35 -0.18 0.34
H 2.3134 -1.2822 -0.3951 0.31 -0.04 -0.38
H 0.1804 -0.7551 -1.3890 0.10 0.10 -0.31
H 0.6106 1.0170 -1.4198 -0.19 -0.34 -0.34
H 0.5938 -1.5963 1.0316 0.42 0.49 -0.06
H -1.0349 -1.3908 1.3064 -0.28 0.55 -0.20
H 0.0166 -0.4215 2.3160 0.17 -0.18 -0.09
H -0.7705 1.7762 1.7092 -0.19 -0.16 -0.18
H 0.9255 1.7599 1.5148 0.31 -0.47 -0.16
H -0.0387 2.4041 0.2013 -0.13 -0.29 -0.05
H -1.7838 -0.4886 -0.5061 0.19 -0.28 0.38
H -2.8837 -0.1301 -1.3723 -0.15 -0.86 -0.39
O -2.3321 -0.9119 -1.1637 -0.46 1.13 -0.11
```
Positions in Å, forces in eV/Å.

***

# 3
The following is a DFT calculation (wB97M-V/def2-TZVPD) of a gas-phase ion, C3H7N2O (charge +1) in a non-equilibrium geometry.

* HOMO level: -14.73 eV
* total charge: +1
* structure (SMILES): C=CCN[NH+]=O
* largest force on an atom: 0.090 Eh/bohr
* lowest unoccupied orbital energy: -6.5926 eV
* orbital gap: 8.1 eV

```
13
Properties=species:S:1:pos:R:3:forces:R:3
C 1.4161 -0.0967 -0.0841 -3.68 0.71 -0.22
C 0.1705 -1.0351 0.0630 4.29 1.77 0.32
C 1.3237 1.2032 -0.2584 2.02 -0.04 0.26
N -0.9691 -0.4681 -0.3933 -3.20 0.97 1.41
N -1.8588 -0.0442 0.4648 -1.77 2.29 -0.12
O -2.7435 0.7284 0.1411 0.90 -1.10 0.12
H 2.2547 -0.6690 -0.1579 2.65 -1.03 0.42
H -1.8808 -0.2142 1.5317 0.93 -0.79 -1.60
H 0.5017 -1.8399 -0.4793 -0.13 -2.64 -1.00
H 0.0852 -1.1594 1.0894 -0.13 -1.13 1.91
H 0.4586 1.7593 -0.4610 -1.38 0.57 0.21
H 2.2338 1.7975 -0.2109 -0.10 -0.09 -0.41
H -0.9922 0.0380 -1.2452 -0.40 0.50 -1.30
```
Positions in Å, forces in eV/Å.

***

# 4
The following is a DFT calculation (wB97M-V/def2-TZVPD) of a single C6H8N4 molecule in a non-equilibrium geometry.

* HOMO level: -9.87 eV
* total charge: 0
* structure (SMILES): CC1=NCCc2nncn21
* largest force on an atom: 0.118 Eh/bohr
* lowest unoccupied orbital energy: 0.5431 eV
* orbital gap: 10.4 eV

```
18
Properties=species:S:1:pos:R:3:forces:R:3
C -1.6822 1.3548 -0.0451 0.49 0.04 -0.48
C -1.1860 -0.7056 0.2420 -1.96 -0.31 -1.17
C 0.7653 0.6004 0.1438 3.56 -1.51 -1.34
C -0.3218 -1.8541 0.4575 -0.22 -1.98 -0.91
C 0.9290 -1.7409 -0.3673 -0.11 0.26 -2.59
C 1.4583 1.9731 0.1389 -5.96 0.64 0.98
N -2.7610 0.6973 -0.2658 -0.27 -0.63 -0.02
N -2.4559 -0.6495 -0.1143 0.71 -0.02 0.89
N 1.5257 -0.4310 -0.2371 -1.99 3.22 1.43
N -0.6426 0.5220 0.2432 1.09 -0.29 0.58
H -1.5094 2.3652 -0.2414 -0.10 1.45 0.03
H -0.1254 -1.9833 1.4872 0.33 -0.18 1.30
H -0.8159 -2.7414 0.0671 -0.43 -0.10 0.48
H 1.7591 -2.4666 -0.2184 -0.99 0.19 0.28
H 0.5600 -1.9170 -1.4897 1.04 0.56 1.97
H 1.2702 2.6695 1.0169 0.53 -1.31 -0.69
H 0.8283 2.4558 -0.6475 0.90 0.20 0.09
H 2.4044 1.8512 -0.1701 3.36 -0.22 -0.82
```
Positions in Å, forces in eV/Å.

***

| no. | E_tot (Eh) |
| --- | --- |
| 1 | -3955.64535 |
| 2 | -289.85937 |
| 3 | -302.82503 |
| 4 | -452.40361 |